# 1
DFT (ωB97M-V with the def2-TZVPD basis set) results for a molecular structure, C23H37MoN2O7SSi4 in a non-equilibrium geometry.

Calculated values
Highest occupied orbital energy (spin up / spin down) = -11.14 / -11.14 eV
Charge = +1
Kohn-Sham gap (spin up / spin down) = 6.59 / 6.59 eV

Each line ends with the Löwdin charge.
Positions of all 75 atoms, in Å:
Mo  -0.281  -1.370  0.638  1.70
O  -4.099  -0.211  4.360  0.10
C  -3.344  0.884  4.243  -0.25
C  -3.711  2.016  4.971  0.01
C  -2.958  3.166  4.900  -0.04
C  -1.806  3.227  4.110  -0.06
C  -1.439  2.132  3.370  -0.02
C  -2.211  0.954  3.407  -0.08
C  -1.826  -0.147  2.566  -0.31
O  -0.881  0.033  1.637  -0.26
N  -2.391  -1.319  2.620  0.10
N  -1.840  -2.178  1.684  -0.12
C  -2.349  -3.363  1.616  0.00
C  -1.850  -4.388  0.722  -0.13
C  -2.431  -5.655  0.707  -0.01
C  -1.913  -6.668  -0.082  -0.05
C  -0.794  -6.436  -0.869  -0.03
C  -0.205  -5.179  -0.890  0.02
C  -0.740  -4.174  -0.116  -0.23
O  -0.207  -2.912  -0.120  -0.26
H  -3.719  -0.936  3.833  0.07
H  -4.591  1.952  5.597  0.13
H  -3.261  4.032  5.474  0.12
H  -1.206  4.126  4.090  0.11
H  -0.535  2.137  2.776  0.11
H  -3.161  -3.604  2.293  0.15
H  -3.297  -5.843  1.329  0.13
H  -2.379  -7.643  -0.078  0.12
H  -0.379  -7.230  -1.474  0.12
H  0.663  -4.974  -1.503  0.13
O  1.655  0.737  2.490  -0.24
S  2.058  -0.286  1.585  0.41
O  3.436  -0.387  1.262  -0.22
O  1.356  -1.591  1.884  -0.37
O  1.233  -0.027  0.178  -0.69
C  2.411  4.268  -1.920  -0.22
Si  2.715  3.013  -0.535  0.44
C  2.139  3.756  1.097  -0.19
C  4.532  2.509  -0.529  -0.20
Si  1.433  1.115  -1.213  0.58
Si  2.196  -0.604  -2.731  0.46
C  3.136  0.148  -4.180  -0.21
C  0.739  -1.628  -3.400  -0.20
C  3.231  -1.790  -1.683  -0.20
Si  -0.944  1.407  -1.522  0.48
C  -1.880  2.582  -0.370  -0.19
C  -1.932  -0.265  -1.336  -0.17
C  -1.254  1.941  -3.307  -0.21
H  3.013  5.161  -1.743  0.04
H  1.366  4.581  -1.975  0.02
H  2.694  3.868  -2.896  0.03
H  2.829  4.534  1.427  0.04
H  2.099  2.997  1.873  0.00
H  1.147  4.205  1.001  0.03
H  5.165  3.322  -0.168  0.04
H  4.871  2.249  -1.534  0.03
H  4.689  1.648  0.120  0.02
H  2.515  0.889  -4.689  0.03
H  3.417  -0.608  -4.915  0.04
H  4.048  0.651  -3.852  0.03
H  0.007  -1.016  -3.931  0.02
H  0.227  -2.146  -2.587  -0.01
H  1.096  -2.388  -4.098  0.04
H  4.075  -1.279  -1.219  0.03
H  3.621  -2.628  -2.262  0.04
H  2.630  -2.199  -0.869  0.01
H  -2.025  2.147  0.618  0.00
H  -2.863  2.819  -0.784  0.04
H  -1.349  3.527  -0.235  0.03
H  -1.672  -0.846  -0.414  -0.06
H  -1.783  -0.929  -2.186  0.03
H  -3.002  -0.088  -1.223  0.06
H  -0.856  2.947  -3.464  0.03
H  -2.318  1.968  -3.547  0.04
H  -0.762  1.284  -4.028  0.02


# 2
DFT (ωB97M-V with the def2-TZVPD basis set) results for a molecular structure, C23H37N3O2PPdS2 in a non-equilibrium geometry.

Calculated values
Highest occupied orbital energy = -10.14 eV
Charge = +1
Kohn-Sham gap = 6.65 eV

Each line ends with the Löwdin charge.
Positions of all 69 atoms, in Å:
Pd  0.017  0.460  -0.007  0.59
N  2.102  -0.484  -0.646  0.00
C  2.440  -1.830  -0.093  -0.18
C  1.306  -2.817  -0.423  -0.08
C  0.098  -1.949  -0.219  -0.77
O  -0.283  -1.682  0.949  -0.08
O  -0.390  -1.405  -1.261  -0.14
H  2.022  -0.536  -1.657  0.10
H  2.856  0.159  -0.429  0.08
H  2.525  -1.719  0.985  0.11
H  3.391  -2.192  -0.479  0.12
H  1.328  -3.675  0.245  0.13
H  1.348  -3.147  -1.458  0.12
C  -3.186  -2.694  0.183  -0.39
S  -3.444  -0.997  -0.367  0.75
C  -3.651  -1.320  -2.130  -0.39
H  -4.139  -3.211  0.280  0.04
H  -2.673  -2.658  1.141  0.03
H  -2.554  -3.209  -0.540  0.04
H  -2.692  -1.628  -2.547  0.03
H  -3.990  -0.408  -2.614  0.01
H  -4.400  -2.097  -2.285  0.04
C  -2.065  2.374  -1.712  -0.06
N  -3.205  2.316  -0.805  -0.17
C  -4.509  2.214  -1.472  -0.05
C  -3.070  2.052  0.497  -0.72
S  -1.608  1.604  1.284  0.76
N  -4.148  2.189  1.293  -0.20
C  -4.188  1.590  2.627  -0.08
C  -5.128  3.261  1.103  -0.03
H  -1.288  3.013  -1.302  0.05
H  -2.401  2.799  -2.656  0.10
H  -1.656  1.380  -1.891  0.07
H  -4.370  1.700  -2.419  0.08
H  -4.939  3.193  -1.682  0.10
H  -5.199  1.631  -0.868  0.09
H  -3.711  0.615  2.616  0.07
H  -5.233  1.472  2.908  0.10
H  -3.692  2.223  3.367  0.09
H  -4.821  3.932  0.308  0.09
H  -5.183  3.838  2.027  0.10
H  -6.119  2.864  0.884  0.10
C  0.721  3.948  0.652  -0.23
P  1.296  2.304  0.173  0.89
C  2.160  2.562  -1.409  -0.35
C  3.288  3.373  -1.547  -0.07
C  3.885  3.536  -2.787  -0.06
C  3.354  2.914  -3.908  -0.06
C  2.227  2.115  -3.787  -0.06
C  1.634  1.938  -2.545  -0.12
C  2.492  1.929  1.504  -0.34
C  3.550  2.790  1.813  -0.09
C  4.407  2.503  2.863  -0.06
C  4.207  1.366  3.634  -0.06
C  3.150  0.516  3.352  -0.06
C  2.296  0.792  2.292  -0.11
H  1.582  4.609  0.752  0.06
H  0.202  3.873  1.606  0.04
H  0.039  4.352  -0.095  0.05
H  3.715  3.878  -0.694  0.09
H  4.771  4.151  -2.875  0.11
H  3.816  3.054  -4.877  0.11
H  1.815  1.621  -4.658  0.11
H  0.760  1.305  -2.452  0.08
H  3.714  3.692  1.242  0.08
H  5.223  3.176  3.087  0.11
H  4.869  1.152  4.463  0.11
H  2.976  -0.359  3.965  0.12
H  1.465  0.127  2.095  0.08


# 3
DFT (ωB97M-V with the def2-TZVPD basis set) results for a molecular structure, C23H37O3Sn in a non-equilibrium geometry.

Calculated values
Highest occupied orbital energy (spin up / spin down) = -11.51 / -11.51 eV
Charge = +1
Kohn-Sham gap (spin up / spin down) = 4.48 / 4.48 eV

Each line ends with the Löwdin charge.
Positions of all 64 atoms, in Å:
O  0.493  5.814  -2.689  -0.16
C  0.894  5.882  -4.093  -0.15
C  0.733  7.397  -4.151  -0.06
H  0.178  5.322  -4.710  0.11
H  1.923  5.544  -4.274  0.12
C  0.191  7.232  -2.715  -0.57
H  -0.002  7.732  -4.885  0.12
H  1.685  7.935  -4.192  0.12
C  -1.297  7.500  -2.641  -0.01
H  -1.824  6.951  -3.431  0.09
H  -1.459  8.577  -2.768  0.10
H  -1.691  7.192  -1.667  0.09
C  0.986  7.963  -1.657  -0.02
H  2.047  7.693  -1.707  0.09
H  0.601  7.698  -0.668  0.09
H  0.879  9.043  -1.801  0.10
Sn  0.072  0.021  0.468  1.62
C  2.112  -0.379  1.626  -0.17
C  2.304  -0.731  0.214  -0.16
C  2.664  0.468  -0.475  -0.13
H  2.317  -1.740  -0.193  0.12
C  2.776  1.514  0.483  -0.14
C  2.443  1.015  1.761  -0.11
H  2.502  1.554  2.708  0.12
H  2.013  -1.094  2.440  0.11
H  2.934  0.533  -1.528  0.12
H  3.157  2.513  0.271  0.12
C  -2.107  -0.022  1.427  -0.19
C  -1.939  1.312  1.955  -0.11
C  -2.049  2.221  0.878  -0.12
H  -1.848  1.556  3.017  0.12
C  -2.233  1.497  -0.327  -0.13
C  -2.264  0.097  -0.024  -0.15
H  -2.544  -0.713  -0.698  0.13
H  -2.331  -0.914  2.009  0.10
H  -2.077  3.309  0.966  0.12
H  -2.431  1.936  -1.302  0.12
O  -0.709  3.560  -2.977  -0.14
C  0.255  3.464  -1.893  -0.20
C  1.653  3.331  -2.488  -0.15
H  0.036  2.555  -1.300  0.07
H  0.136  4.329  -1.241  0.12
C  1.362  2.552  -3.783  -0.14
H  2.336  2.807  -1.816  0.07
H  2.049  4.325  -2.716  0.09
C  -0.133  2.802  -4.062  -0.19
H  1.542  1.489  -3.588  0.10
H  1.974  2.878  -4.633  0.12
H  -0.663  1.833  -4.139  0.12
H  -0.290  3.363  -5.002  0.11
C  0.677  -4.166  0.624  -0.04
C  -0.352  -3.152  1.115  -0.71
C  -1.763  -3.685  0.881  -0.03
C  -0.159  -2.908  2.607  -0.04
O  -0.194  -2.000  0.294  -0.38
H  0.562  -5.133  1.134  0.10
H  1.691  -3.792  0.814  0.08
H  0.569  -4.322  -0.457  0.10
H  -1.909  -4.633  1.419  0.10
H  -2.516  -2.966  1.235  0.07
H  -1.935  -3.857  -0.189  0.09
H  0.868  -2.611  2.841  0.06
H  -0.842  -2.139  2.987  0.07
H  -0.367  -3.848  3.135  0.10


charge of number 3 (C23H37O3Sn)?
+1